121
Properties=species:S:1:pos:R:3 method="wB97M-V/def2-TZVPD" homo_energy_ev=-9.862 largest_force_ev_per_a=0.633 homo_lumo_gap_ev=7.10 total_energy_ha=-4177.14208 charge=+1
Pd -0.15579 -0.28753 -0.10465
C 0.33176 -3.55723 -0.98642
Si -0.12801 -2.45493 0.46611
C 1.24016 -2.66646 1.75712
C 1.29680 -3.83704 2.52147
C 2.33964 -4.05461 3.40814
C 3.36151 -3.11817 3.52477
C 3.33882 -1.96487 2.75464
C 2.27068 -1.72392 1.88793
P 2.18752 -0.30507 0.74727
C 3.77089 -0.45430 -0.14185
C 4.05090 -1.68194 -0.74879
C 5.21380 -1.85422 -1.48347
C 6.10415 -0.79699 -1.63287
C 5.82793 0.42581 -1.04087
C 4.66584 0.60009 -0.29614
C 2.34534 1.24958 1.67868
C 2.72819 1.34316 3.01269
C 2.83562 2.58804 3.62140
C 2.55159 3.74529 2.91176
C 2.15167 3.66119 1.58375
C 2.04816 2.42068 0.97366
C -1.77583 -2.83058 1.28582
C -2.46429 -4.03755 1.19399
C -3.60357 -4.25090 1.95831
C -4.04095 -3.27933 2.85017
C -3.36737 -2.06841 2.95178
C -2.26820 -1.82486 2.13291
P -1.30886 -0.27871 2.02738
C -0.61324 -0.05266 3.69168
C -0.50378 1.21538 4.25756
C 0.06903 1.37313 5.51367
C 0.55082 0.27278 6.20491
C 0.44882 -0.99520 5.64446
C -0.13449 -1.15895 4.39815
C -2.32556 1.21003 1.83369
C -1.78589 2.21045 1.02823
C -2.41208 3.44419 0.92077
C -3.59381 3.67872 1.60595
C -4.14104 2.68682 2.41048
C -3.50138 1.46416 2.54113
H -0.28896 -4.46179 -1.00430
H 1.37591 -3.86774 -0.88622
H 0.19119 -3.06849 -1.95470
H 0.51240 -4.58722 2.43232
H 2.36787 -4.96197 4.00090
H 4.18730 -3.29833 4.20307
H 4.16436 -1.26484 2.81069
H 3.36385 -2.51432 -0.63283
H 5.42629 -2.81434 -1.93863
H 7.01332 -0.93076 -2.20673
H 6.52184 1.25113 -1.14859
H 4.47097 1.55727 0.17124
H 2.92519 0.45047 3.59252
H 3.13553 2.64823 4.66065
H 2.63762 4.71283 3.39202
H 1.92360 4.56051 1.02356
H 1.74284 2.35956 -0.06751
H -2.12047 -4.81691 0.51898
H -4.14490 -5.18533 1.87382
H -4.91645 -3.46285 3.46167
H -3.71330 -1.32015 3.65357
H -0.86184 2.08514 3.72144
H 0.13894 2.36239 5.94982
H 0.99648 0.39932 7.18513
H 0.81436 -1.86105 6.18289
H -0.22831 -2.15272 3.98102
H -0.85960 2.04417 0.48621
H -1.97934 4.20937 0.29035
H -4.09126 4.63844 1.51899
H -5.06103 2.87441 2.95234
H -3.91757 0.71415 3.20158
C -2.19019 -1.11854 -3.25070
P -0.92145 -0.11795 -2.34829
C 0.46482 -0.06069 -3.53621
C 0.25432 0.37942 -4.84625
C 1.29916 0.40134 -5.75438
C 2.56737 -0.02321 -5.37056
C 2.78540 -0.47920 -4.08095
C 1.73254 -0.50224 -3.16817
C -1.60817 1.57644 -2.50552
C -2.94549 1.82062 -2.18128
C -3.48846 3.08607 -2.33647
C -2.69670 4.13373 -2.79420
C -1.35790 3.90985 -3.07649
C -0.81442 2.63634 -2.93547
P -2.91445 -2.54195 -2.30216
C -3.71530 -3.50284 -3.63908
C -4.01566 -3.00615 -4.90873
C -4.65138 -3.80621 -5.84838
C -5.00694 -5.11029 -5.52782
C -4.71945 -5.61419 -4.26846
C -4.06948 -4.81727 -3.33461
C -4.36507 -1.70126 -1.55340
C -4.11322 -0.88909 -0.44372
C -5.14121 -0.21318 0.20323
C -6.44544 -0.35209 -0.25222
C -6.70883 -1.15691 -1.35037
C -5.67972 -1.82916 -2.00130
H -1.70933 -1.49904 -4.15214
H -2.97329 -0.43162 -3.55731
H -0.72952 0.72188 -5.15190
H 1.12761 0.75335 -6.76539
H 3.38232 0.00068 -6.08576
H 3.76685 -0.81830 -3.77071
H 1.89754 -0.85697 -2.16584
H -3.57548 1.02018 -1.81718
H -4.53219 3.25379 -2.09652
H -3.12232 5.12120 -2.92717
H -0.73030 4.72151 -3.42668
H 0.23003 2.47118 -3.17550
H -3.76493 -1.98542 -5.17157
H -4.87520 -3.40967 -6.83108
H -5.50531 -5.73390 -6.26119
H -4.99187 -6.63159 -4.01512
H -3.83150 -5.22146 -2.35530
H -3.09903 -0.77224 -0.09097
H -4.91478 0.40825 1.05820
H -7.25842 0.16436 0.24701
H -7.72727 -1.26705 -1.70525
H -5.90624 -2.46003 -2.85172